Entry 1:
{
  "formula": "C5H7NO",
  "method": "the ωB97M-V functional and the def2-TZVPD basis",
  "elements": ["C", "C", "O", "C", "C", "C", "N", "H", "H", "H", "H", "H", "H", "H"],
  "xyz": [[-1.42136, -1.10045, 0.15890], [-0.40367, -0.20968, 0.82062], [0.62220, -1.12971, 1.08035], [1.65362, -0.79733, 0.31866], [1.49800, 0.43386, -0.23636], [0.16141, 0.82531, 0.09594], [-0.53182, 1.88625, -0.45768], [-2.21272, -0.57645, -0.37430], [-0.78925, -1.61660, -0.59263], [-1.81512, -1.87882, 0.81481], [2.29039, -1.62957, 0.08462], [2.18027, 0.92071, -0.91673], [0.02921, 2.59076, -0.91274], [-1.26115, 2.28171, 0.11654]],
  "forces_ev_per_a": [[-0.367, -0.076, -0.081], [0.027, 0.006, -0.290], [0.126, -0.188, -0.227], [0.078, 0.022, -0.177], [0.046, -0.044, -0.071], [-0.019, -0.211, 0.001], [0.026, 0.076, 0.046], [-0.082, 0.082, 0.258], [-0.546, -0.006, -0.038], [-0.169, 0.230, 0.002], [0.873, 0.268, 0.450], [-0.028, 0.038, 0.097], [-0.056, -0.093, 0.115], [0.094, -0.105, -0.086]],
  "mulliken_charge": [-1.0440, -0.0181, -0.2708, -0.4819, -0.4385, 0.6430, -0.5240, 0.3164, 0.2958, 0.2824, 0.3943, 0.3608, 0.2407, 0.2440],
  "gap_ev": 8.645,
  "smiles": "Cc1occc1N",
  "spin_multiplicity": 1,
  "e_homo_ha": -0.2814
}


Entry 2:
{
  "formula": "C44H57AsN4O3SiV",
  "method": "the ωB97M-V functional and the def2-TZVPD basis",
  "elements": ["V", "O", "C", "C", "C", "C", "C", "C", "C", "N", "C", "C", "N", "H", "H", "H", "H", "H", "H", "H", "O", "As", "C", "C", "C", "C", "C", "C", "C", "C", "C", "C", "C", "C", "C", "C", "C", "C", "C", "C", "H", "H", "H", "H", "H", "H", "H", "H", "H", "H", "H", "H", "H", "H", "H", "N", "C", "N", "C", "C", "O", "C", "C", "H", "H", "H", "H", "H", "H", "H", "H", "C", "C", "C", "C", "Si", "C", "C", "C", "C", "C", "C", "C", "C", "H", "H", "H", "H", "H", "H", "H", "H", "H", "H", "H", "H", "H", "H", "H", "H", "H", "H", "H", "H", "H", "H", "H", "H", "H", "H", "H"],
  "xyz": [[-0.46317, 0.44009, -0.47544], [-2.07568, 1.13171, -0.37954], [-2.76415, 2.07128, 0.27882], [-4.15210, 2.02250, 0.31153], [-4.84784, 3.00073, 0.99675], [-4.16862, 4.02534, 1.65321], [-2.78981, 4.07322, 1.61189], [-2.06395, 3.09883, 0.92078], [-0.61669, 3.15111, 0.79541], [0.17283, 2.22321, 0.24779], [1.46775, 2.70462, 0.29450], [1.45975, 3.92699, 0.87344], [0.14737, 4.18904, 1.18313], [-4.66153, 1.22041, -0.20512], [-5.92843, 2.96992, 1.02132], [-4.71848, 4.78502, 2.18952], [-2.28175, 4.87622, 2.13074], [2.29172, 2.14730, -0.10931], [2.24963, 4.62504, 1.08058], [-0.19875, 5.04406, 1.58625], [0.98041, -0.64655, -0.09674], [2.00262, -1.36154, 1.08727], [2.22771, -0.04993, 2.45173], [3.29242, 0.84459, 2.50183], [3.32883, 1.80675, 3.49944], [2.30252, 1.88632, 4.42951], [1.23162, 1.00456, 4.36734], [1.19233, 0.03085, 3.38258], [3.55331, -1.99861, 0.18195], [3.32988, -3.05366, -0.70195], [4.39196, -3.59645, -1.40345], [5.67459, -3.09958, -1.21303], [5.89888, -2.06832, -0.31323], [4.84058, -1.51446, 0.39165], [1.07520, -2.88135, 1.76287], [1.44218, -3.40188, 2.99947], [0.88411, -4.59992, 3.42299], [-0.01989, -5.26949, 2.60892], [-0.38866, -4.73832, 1.37875], [0.15793, -3.53874, 0.94917], [4.08608, 0.82114, 1.76719], [4.16290, 2.49329, 3.54940], [2.34113, 2.63344, 5.21061], [0.43538, 1.06554, 5.09723], [0.36458, -0.66541, 3.33868], [2.33525, -3.46136, -0.84301], [4.21988, -4.41295, -2.09097], [6.50434, -3.52811, -1.75802], [6.90091, -1.69749, -0.14949], [5.04521, -0.73417, 1.11049], [2.16362, -2.89116, 3.62807], [1.16774, -5.01682, 4.37958], [-0.43838, -6.21263, 2.93378], [-1.09729, -5.26213, 0.75165], [-0.13639, -3.11315, -0.00324], [-1.56080, -0.87957, 1.32680], [-2.10001, -1.15435, 2.31547], [-2.69930, -1.44155, 3.43448], [-3.61179, -0.49561, 4.09068], [-3.23222, -0.41619, 5.56089], [-3.21767, -1.70121, 6.14252], [-2.25390, -2.54082, 5.54353], [-2.57113, -2.75828, 4.07348], [-4.63570, -0.86358, 3.98762], [-3.53271, 0.47443, 3.60054], [-3.96316, 0.17417, 6.11083], [-2.24378, 0.05480, 5.66652], [-2.27889, -3.48658, 6.08256], [-1.25222, -2.09970, 5.64590], [-3.51668, -3.29591, 3.96573], [-1.78055, -3.31725, 3.57485], [-1.33181, -1.18825, -4.80325], [-1.54171, -0.56594, -3.41390], [-2.97742, -0.02004, -3.37764], [-1.46545, -1.67078, -2.34400], [-0.18163, 0.74704, -2.99758], [-0.60065, 2.53314, -3.58524], [0.57829, 3.50051, -3.40852], [-0.97458, 2.48599, -5.07824], [-1.77834, 3.14666, -2.81723], [1.60154, 0.18915, -3.50264], [2.66694, 0.91951, -2.66902], [1.84602, 0.49918, -4.99004], [1.85503, -1.31018, -3.30568], [-2.11156, -1.93356, -4.98511], [-0.37123, -1.68955, -4.91217], [-1.41101, -0.43992, -5.59158], [-3.66738, -0.84914, -3.55958], [-3.15853, 0.71891, -4.15537], [-3.23730, 0.42004, -2.41674], [-2.19812, -2.45347, -2.56768], [-1.76541, -1.31992, -1.33665], [-0.48699, -2.14001, -2.27569], [1.44093, 3.24437, -4.01990], [0.90099, 3.56257, -2.36504], [0.25789, 4.50178, -3.70945], [-0.17965, 2.07585, -5.70233], [-1.16649, 3.50531, -5.42442], [-1.87975, 1.91028, -5.26043], [-1.51074, 3.35272, -1.78113], [-2.67310, 2.52687, -2.82446], [-2.03599, 4.10345, -3.27995], [2.56881, 2.00391, -2.69375], [3.65740, 0.67093, -3.06176], [2.63935, 0.58353, -1.62979], [1.85450, 1.56565, -5.20431], [1.10749, 0.02714, -5.63898], [2.82624, 0.10562, -5.27393], [1.67301, -1.61808, -2.27858], [2.90724, -1.51676, -3.52438], [1.26204, -1.93620, -3.97154]],
  "forces_ev_per_a": [[-0.073, -0.358, 0.233], [0.176, 0.058, -0.294], [-0.105, 0.085, 0.140], [-0.002, 0.008, 0.025], [0.012, 0.017, 0.012], [0.012, -0.016, -0.004], [-0.036, -0.016, -0.004], [-0.073, 0.006, -0.015], [-0.041, 0.050, 0.034], [0.070, -0.093, -0.034], [0.050, 0.088, 0.002], [0.058, -0.055, -0.041], [-0.071, -0.024, -0.013], [0.002, -0.008, -0.007], [-0.013, 0.000, -0.001], [-0.008, 0.012, 0.006], [0.016, 0.012, 0.007], [0.039, -0.019, -0.008], [0.027, 0.015, 0.002], [-0.001, -0.008, -0.008], [-0.062, 0.278, -0.138], [-0.084, 0.025, 0.005], [-0.032, -0.099, 0.029], [0.061, 0.037, -0.077], [0.001, -0.014, -0.025], [0.006, -0.007, 0.005], [-0.013, -0.004, 0.008], [0.048, -0.008, 0.027], [-0.008, -0.001, 0.058], [-0.042, -0.021, -0.012], [-0.002, 0.009, 0.012], [-0.005, 0.008, 0.003], [-0.007, -0.006, 0.000], [0.028, 0.070, 0.052], [0.028, 0.018, -0.014], [0.037, 0.001, 0.011], [0.008, 0.006, -0.008], [-0.009, 0.000, 0.001], [-0.008, 0.008, -0.005], [-0.014, 0.033, 0.001], [-0.057, 0.005, 0.038], [0.008, 0.007, 0.001], [0.000, 0.011, 0.011], [-0.006, -0.001, 0.007], [-0.022, 0.003, 0.010], [0.021, 0.012, 0.004], [0.000, -0.008, -0.008], [0.012, -0.007, -0.006], [0.015, 0.004, 0.000], [-0.017, -0.050, -0.039], [-0.008, -0.008, -0.012], [0.007, -0.006, 0.011], [-0.008, -0.010, 0.005], [-0.005, -0.005, -0.006], [0.006, -0.022, 0.016], [0.204, -0.072, -0.086], [-0.125, 0.069, -0.059], [0.038, -0.005, 0.049], [-0.055, 0.027, 0.031], [-0.007, 0.047, -0.016], [-0.013, -0.012, 0.023], [-0.015, -0.049, -0.014], [0.016, -0.030, 0.027], [0.009, 0.003, 0.000], [0.008, 0.005, 0.015], [0.009, -0.002, -0.012], [-0.018, 0.000, -0.013], [0.008, 0.010, -0.014], [0.009, 0.002, 0.004], [0.016, 0.001, 0.003], [0.011, -0.011, -0.001], [0.038, -0.028, 0.027], [-0.001, 0.054, -0.001], [0.041, 0.011, -0.032], [-0.054, 0.062, 0.092], [-0.017, -0.003, -0.064], [0.055, -0.045, 0.057], [-0.016, -0.008, 0.046], [0.078, -0.008, -0.035], [-0.040, -0.032, -0.025], [-0.055, 0.013, -0.026], [-0.021, 0.014, 0.009], [0.005, -0.003, -0.012], [-0.050, -0.022, 0.001], [-0.020, -0.018, -0.003], [-0.076, 0.029, -0.009], [-0.004, 0.034, -0.029], [-0.017, -0.019, 0.001], [-0.010, 0.021, -0.007], [0.003, 0.013, 0.048], [0.023, -0.028, -0.007], [0.012, -0.002, -0.073], [0.123, -0.052, -0.019], [0.015, -0.013, -0.020], [0.005, 0.004, -0.010], [-0.009, 0.018, -0.010], [-0.059, 0.026, 0.022], [-0.005, 0.022, -0.006], [-0.039, -0.029, -0.014], [0.006, 0.000, 0.049], [0.004, 0.005, 0.013], [-0.010, 0.012, -0.009], [0.008, -0.022, 0.017], [0.019, -0.005, -0.007], [0.002, 0.000, 0.022], [0.006, 0.025, 0.002], [-0.004, -0.003, -0.013], [0.023, -0.005, -0.001], [-0.027, -0.025, 0.042], [0.020, -0.007, -0.005], [0.039, 0.016, 0.058]],
  "mulliken_spin": [1.2800, -0.1350, -0.0196, -0.0060, 0.0067, -0.0067, 0.0066, 0.0182, 0.0651, -0.1845, 0.0537, 0.0017, 0.0067, -0.0005, 0.0000, -0.0002, 0.0002, -0.0005, -0.0008, -0.0005, -0.0419, 0.0051, 0.0056, -0.0004, 0.0000, 0.0000, 0.0011, -0.0002, -0.0003, -0.0005, 0.0001, 0.0000, -0.0001, -0.0001, 0.0015, -0.0004, 0.0000, 0.0000, 0.0005, 0.0036, 0.0003, 0.0000, 0.0000, 0.0000, -0.0049, -0.0001, 0.0000, 0.0000, 0.0000, 0.0000, 0.0000, 0.0000, 0.0000, 0.0000, -0.0049, 0.0283, 0.0102, 0.0004, 0.0001, 0.0000, 0.0000, 0.0001, -0.0001, 0.0001, -0.0001, 0.0000, 0.0000, 0.0000, 0.0000, 0.0000, 0.0000, -0.0059, -0.0454, -0.0180, 0.0194, 0.0175, -0.0045, -0.0118, -0.0083, 0.0125, -0.0253, -0.0188, -0.0069, 0.0011, -0.0014, 0.0012, 0.0001, 0.0000, 0.0008, 0.0022, -0.0010, -0.0101, 0.0005, -0.0003, 0.0027, 0.0004, 0.0018, -0.0013, 0.0005, -0.0024, -0.0011, 0.0007, 0.0004, 0.0008, 0.0141, 0.0005, 0.0017, -0.0006, -0.0037, 0.0000, 0.0008],
  "gap_ev": [7.848, 7.890],
  "spin_multiplicity": 2,
  "total_charge": 2,
  "e_homo_ha": [-0.4966, -0.4773]
}


Entry 3:
{
  "formula": "C21H24N2O4",
  "method": "the ωB97M-V functional and the def2-TZVPD basis",
  "elements": ["C", "O", "C", "C", "C", "C", "O", "C", "C", "C", "C", "C", "O", "N", "C", "C", "C", "O", "N", "C", "C", "C", "C", "C", "C", "C", "C", "H", "H", "H", "H", "H", "H", "H", "H", "H", "H", "H", "H", "H", "H", "H", "H", "H", "H", "H", "H", "H", "H", "H", "H"],
  "xyz": [[2.09199, 4.38269, -2.35767], [2.94804, 3.55523, -1.60852], [2.52674, 2.29224, -1.31049], [3.37026, 1.53674, -0.49987], [3.02411, 0.25136, -0.13943], [1.83072, -0.32465, -0.56319], [1.45589, -1.58969, -0.21551], [2.33093, -2.37344, 0.55824], [0.96745, 0.42412, -1.38838], [-0.33910, -0.01701, -1.84334], [-0.97896, -1.13806, -1.50270], [-2.34774, -1.51840, -1.91968], [-2.56994, -2.58388, -2.46794], [-3.37176, -0.68173, -1.56535], [-4.71156, -1.02012, -1.99890], [-3.23703, 0.63890, -0.99059], [-2.14986, 0.82469, 0.07380], [-1.53838, 1.86628, 0.15126], [-2.04502, -0.22040, 0.93239], [-1.02083, -0.47204, 1.85595], [-0.01653, 0.44599, 2.13869], [0.97878, 0.11853, 3.04004], [0.99853, -1.11181, 3.68410], [2.07107, -1.45158, 4.67504], [-0.01360, -2.02056, 3.39665], [-1.00936, -1.70987, 2.49286], [1.34372, 1.72134, -1.74812], [1.92890, 3.98621, -3.36547], [1.12746, 4.51734, -1.85799], [2.59941, 5.34360, -2.42894], [4.29351, 1.97559, -0.15714], [3.69899, -0.30138, 0.49364], [3.28793, -2.52987, 0.05035], [2.50095, -1.93084, 1.54404], [1.82883, -3.33234, 0.68036], [-0.83938, 0.69472, -2.48924], [-0.47893, -1.90390, -0.93138], [-5.39221, -1.04580, -1.14512], [-5.07875, -0.29296, -2.72694], [-4.67281, -2.00404, -2.46273], [-3.06663, 1.40103, -1.76201], [-4.18927, 0.88213, -0.50296], [-2.64156, -1.01654, 0.74605], [-0.00841, 1.40169, 1.64364], [1.75910, 0.83854, 3.24081], [1.71461, -1.26568, 5.68867], [2.95736, -0.84230, 4.51379], [2.34555, -2.50245, 4.60605], [-0.01665, -2.98644, 3.88123], [-1.78090, -2.43425, 2.27061], [0.66477, 2.28302, -2.36948]],
  "forces_ev_per_a": [[-0.100, 0.108, -0.094], [0.165, -0.160, 0.147], [0.094, -0.182, 0.108], [-0.189, 0.218, -0.183], [-0.025, -0.161, 0.062], [-0.039, 0.128, -0.208], [-0.153, 0.359, -0.249], [0.155, -0.154, 0.152], [0.557, -0.132, 0.288], [-0.384, -0.498, -0.099], [0.414, -0.095, -0.346], [-0.017, -0.002, -0.104], [0.175, -0.146, -0.050], [-0.334, 0.114, 0.177], [-0.116, -0.262, -0.127], [0.236, 0.307, -0.097], [-0.577, 0.003, -0.078], [0.084, 0.142, -0.026], [-0.282, -0.284, 0.262], [0.196, 0.085, 0.201], [-0.060, 0.165, -0.115], [-0.057, -0.256, 0.090], [0.048, 0.033, 0.001], [-0.083, 0.027, 0.057], [0.044, 0.094, -0.037], [-0.034, 0.067, -0.058], [0.140, 0.130, 0.021], [-0.015, 0.008, 0.036], [0.014, -0.008, -0.027], [-0.081, -0.048, -0.030], [0.120, 0.050, 0.044], [0.044, -0.082, 0.061], [-0.031, 0.026, 0.003], [0.003, -0.008, -0.057], [0.070, 0.042, 0.033], [-0.118, 0.089, 0.000], [-0.029, 0.017, 0.064], [-0.015, 0.041, -0.019], [-0.029, 0.017, 0.006], [-0.094, 0.117, 0.038], [0.017, -0.035, 0.211], [0.098, -0.008, -0.067], [0.065, 0.199, -0.101], [-0.015, 0.050, -0.024], [0.091, 0.077, 0.016], [0.072, -0.018, 0.098], [0.092, 0.004, 0.023], [0.077, -0.059, 0.032], [-0.008, -0.111, 0.041], [-0.098, -0.083, -0.025], [-0.091, 0.073, -0.052]],
  "mulliken_charge": [-0.8024, -0.4702, 0.5549, -0.8952, -0.4128, 0.7454, -0.2165, -1.1180, 0.3202, 0.0012, -0.7693, 0.3283, -0.6932, -0.0295, -1.2397, -0.7037, 0.3735, -0.6333, -0.0047, 0.5565, -0.4773, -0.3753, 0.6722, -1.6763, -0.7012, -0.7011, -0.3459, 0.3088, 0.3223, 0.2399, 0.4497, 0.4074, 0.4359, 0.3313, 0.2331, 0.2527, 0.5152, 0.3647, 0.3451, 0.3930, 0.2969, 0.4781, 0.2379, 0.5024, 0.3368, 0.4017, 0.3438, 0.3788, 0.3798, 0.3721, 0.3859],
  "gap_ev": 8.368,
  "smiles": "COc1ccc(OC)c(/C=C/C(=O)N(C)CC(=O)Nc2ccc(C)cc2)c1",
  "spin_multiplicity": 1,
  "e_homo_ha": -0.2857
}


Asked for energy relative to the best compared isomer or geometry (same formula, charge and spin) across the records above, the calculation gives 50.4; 0.0; 68.3 kcal per mole in order.
Asked for energy across the records above, the calculation gives -8834.0181; -153048.2588; -33336.3757 eV in order.
Asked for maximum force across the records above, the calculation gives 1.02; 0.43; 0.64 eV/A in order.